ORCA calculation (ωB97M-V/def2-TZVPD) on a cluster of 3 separate species, C5H16N2O in total in a non-equilibrium geometry.

Positions of all 24 atoms, in Å:
O (2.968, 0.279, 1.404)
N (0.155, -0.364, -0.912)
N (-0.589, -0.221, 2.555)
C (-0.352, 0.335, 0.215)
C (-0.996, -0.579, 1.292)
C (1.056, 0.374, -1.774)
C (-1.236, 1.541, -0.105)
C (-0.637, -1.361, -1.558)
H (-1.596, 1.982, 0.821)
H (-1.470, -1.005, -2.163)
H (1.314, -1.113, 1.015)
H (-1.060, -1.999, -0.778)
H (0.503, 0.728, 0.747)
H (-2.125, 1.299, -0.690)
H (-2.087, -0.613, 1.186)
H (2.777, 0.646, 2.277)
H (1.784, -0.317, -2.200)
H (-0.555, -1.602, 1.051)
H (-0.022, -2.008, -2.185)
H (0.487, 0.838, -2.590)
H (-1.388, 0.015, 3.146)
H (2.131, -0.247, 1.172)
H (-0.662, 2.254, -0.697)
H (1.602, 1.139, -1.228)

Values from the calculation:
2S+1: 1
E_tot: -384.57515 hartree

ORCA calculation (ωB97M-V/def2-TZVPD) on an isolated molecule of C7H11NO in a non-equilibrium geometry.

Positions of all 20 atoms, in Å:
O (-1.448, -1.048, 1.671)
N (0.393, 1.058, 0.585)
C (0.207, -1.982, 0.205)
C (-0.394, 0.308, -1.629)
C (-1.951, 1.305, 0.117)
C (-0.650, -0.899, 0.794)
C (1.519, 0.608, 0.802)
C (2.817, 0.547, 0.918)
C (-0.681, 0.518, -0.149)
H (0.598, -0.107, -1.795)
H (-1.144, -0.349, -2.067)
H (-0.311, -2.434, -0.640)
H (-2.133, 1.379, 1.187)
H (3.468, 1.147, 0.300)
H (0.363, -2.752, 0.960)
H (-0.436, 1.269, -2.145)
H (-2.799, 0.804, -0.347)
H (-1.856, 2.318, -0.273)
H (3.280, -0.096, 1.648)
H (1.160, -1.594, -0.141)

Values from the calculation:
2S+1: 1
E_tot: -403.24331 hartree
SMILES: C=C=NC(C)(C)C(C)=O

ORCA calculation (ωB97M-V/def2-TZVPD) on an isolated molecule of C5H7NO in a non-equilibrium geometry.

Positions of all 14 atoms, in Å:
O (-1.902, -0.997, -2.289)
N (0.380, -0.358, 2.403)
C (0.751, -0.341, 0.994)
C (0.011, 0.346, -0.023)
C (-0.258, 0.338, -1.205)
C (-1.111, 0.172, -2.347)
C (1.561, 0.387, 1.987)
H (-1.929, -1.305, -1.372)
H (1.109, -1.287, 0.600)
H (2.516, -0.057, 2.243)
H (-0.400, 0.277, 2.555)
H (-1.605, 1.151, -2.194)
H (-0.645, 0.201, -3.328)
H (1.521, 1.473, 1.977)

Values from the calculation:
2S+1: 1
E_tot: -324.57340 hartree
SMILES: OCC#C[C@H]1CN1

ORCA calculation (ωB97M-V/def2-TZVPD) on an isolated molecule of C8H7FO2S in a non-equilibrium geometry.

Positions of all 19 atoms, in Å:
S (-1.174, -0.028, -2.904)
F (0.843, -2.023, -3.085)
O (-0.567, 0.709, -3.981)
O (-2.527, -0.504, -3.199)
C (-0.185, -1.500, -2.393)
C (0.776, 0.463, 1.820)
C (-1.241, 1.080, -1.425)
C (1.508, -1.103, 0.091)
C (0.615, -0.513, -0.671)
C (-0.277, 0.526, -0.447)
C (-0.124, 1.094, 0.875)
C (1.588, -0.642, 1.434)
H (-2.252, 0.872, -1.174)
H (-0.915, 2.088, -1.662)
H (2.155, -1.817, -0.305)
H (-0.859, -2.207, -1.818)
H (-0.867, 1.862, 1.213)
H (0.859, 0.707, 2.827)
H (2.231, -1.234, 2.092)

Values from the calculation:
2S+1: 1
E_tot: -957.42571 hartree

What is the E_tot in the fourth record?
-957.42571 hartree